# 1
# C32H56ClN4O5S2

2 unconnected molecules or ions with the total composition C32H56ClN4O5S2 in a non-equilibrium geometry (ωB97M-V with the def2-TZVPD basis set, the OMol25 dataset).

Structure (XYZ):
```
100
Properties=species:S:1:pos:R:3:forces:R:3
C 4.808 -4.197 0.494 0.0841 0.8175 -0.9678
C 4.084 -2.690 0.513 1.7145 -0.5021 -0.3106
C 4.285 -2.083 -1.000 -0.3070 -0.5044 -0.8834
C 3.125 -1.028 -1.479 -0.2196 -1.3625 -0.6373
N 2.783 0.051 -0.477 1.5102 1.4261 -0.8864
C 2.061 1.164 -1.265 -0.3348 0.6185 0.7009
C 0.586 0.717 -1.824 -0.0400 0.8716 -0.1527
C -0.557 0.855 -0.657 -0.2502 0.0585 0.1472
C -1.875 1.692 -1.219 1.0899 -0.3466 -0.8936
N -3.066 0.786 -1.033 -3.7494 1.4647 -1.8446
C -3.518 0.674 0.403 0.0982 0.0104 2.3766
C -4.943 1.400 0.755 0.8071 -0.4276 -0.3010
C -6.027 1.017 -0.413 -1.0001 0.1958 2.1434
C -6.361 -0.581 -0.558 -0.7797 -0.0363 -0.1441
C -6.632 -1.364 0.863 0.0633 -1.1913 -0.9258
C -6.221 -2.957 0.628 0.3016 -0.6030 0.7410
C -4.823 -3.363 1.432 -0.2550 -1.0724 -0.5773
C -5.072 -3.830 2.986 -0.0366 0.1682 -0.1739
C -5.165 -2.582 4.050 0.2288 -0.0121 0.3801
C -3.980 -1.458 3.904 0.3009 0.0347 0.4591
C -2.450 -2.061 3.934 0.4624 0.3141 0.1220
C -1.429 -1.171 4.908 -0.0216 -1.4021 0.2813
O -0.282 -0.654 4.129 -2.3613 1.3423 0.3807
C -0.673 0.500 3.300 0.5761 0.6204 -0.4375
N -5.537 1.671 -1.694 2.4565 -1.5743 0.6885
C -4.189 1.060 -2.001 1.2982 0.2916 -1.1041
N -3.948 0.760 -3.348 -0.8268 0.6591 2.7886
Cl -5.166 1.003 -4.595 1.4360 -0.1904 1.3578
C 4.004 0.741 0.090 0.9815 0.7396 -0.6757
S 5.386 1.231 -0.775 -2.7712 -1.1366 1.3626
S 4.011 1.157 1.955 -1.1296 0.6925 -1.3515
C 3.503 2.998 1.953 0.2325 1.4631 -0.9392
C 3.542 3.682 3.442 0.0044 0.8693 -0.0204
C 2.093 4.396 3.874 0.3612 0.6316 0.1531
H 5.855 -4.049 -0.055 -2.1268 -0.4139 1.3856
H 4.184 -4.910 -0.222 1.2268 1.3376 1.7888
H 4.971 -4.631 1.569 -0.4271 0.7466 -2.1940
H 2.971 -2.782 0.864 2.1943 0.4591 -0.7338
H 4.761 -2.031 1.230 -1.8518 -1.2504 -1.1893
H 4.210 -3.016 -1.741 0.0468 2.0769 1.4323
H 5.374 -1.635 -1.191 -2.4560 -0.9291 0.7342
H 3.339 -0.537 -2.527 0.0254 -1.0660 1.8767
H 2.130 -1.673 -1.621 2.0957 1.3969 0.4302
H 1.874 2.022 -0.457 0.4258 -1.6176 -2.0066
H 2.796 1.555 -2.121 -1.6959 -0.8033 1.6747
H 0.534 -0.352 -2.297 0.3490 2.0531 1.0123
H 0.321 1.475 -2.707 0.6422 -1.5461 1.9129
H -0.198 1.418 0.318 -0.3435 -1.1876 -2.1398
H -0.872 -0.242 -0.310 0.4413 2.5198 -0.7812
H -2.049 2.717 -0.681 0.3655 -1.9120 -0.8260
H -1.791 1.914 -2.383 0.0562 -0.4509 2.5333
H -2.699 1.195 1.097 -1.6667 -1.1680 -1.7084
H -3.520 -0.466 0.753 -0.1340 2.3986 -1.0545
H -4.734 2.568 0.762 -0.6976 -2.3524 -0.0221
H -5.244 1.060 1.841 0.4838 0.7485 -2.3099
H -7.051 1.548 -0.125 2.1913 -1.0595 -0.7849
H -7.376 -0.672 -1.178 2.3486 0.2569 1.1870
H -5.566 -1.208 -1.146 -1.1161 1.4989 1.0048
H -7.787 -1.342 1.064 2.3910 0.2896 0.0013
H -5.972 -0.994 1.760 -1.5634 -0.4759 -1.7794
H -6.040 -3.234 -0.497 -0.5310 0.8052 2.0135
H -7.095 -3.672 1.013 1.9371 1.5979 -0.7990
H -4.033 -2.508 1.318 -1.4496 -1.5080 0.3803
H -4.362 -4.308 0.871 -0.9895 2.0457 1.1552
H -4.203 -4.572 3.331 -1.8861 1.7262 -0.8153
H -6.086 -4.447 2.991 2.1737 1.2861 0.1440
H -6.205 -2.002 3.994 2.1585 -1.4474 0.1054
H -5.045 -3.058 5.138 -0.4423 1.1449 -2.3173
H -4.077 -0.810 2.927 -0.0405 -1.2336 1.8463
H -4.105 -0.719 4.827 0.2454 -1.5064 -1.9964
H -2.417 -3.179 4.295 -0.2514 2.2101 -0.6576
H -1.946 -2.042 2.865 -1.1368 -0.0854 2.0771
H -2.013 -0.333 5.500 1.2251 -1.4354 -1.3665
H -0.965 -1.919 5.714 -0.8686 1.8014 -1.8263
H -1.593 1.113 3.737 1.7925 -1.4589 -0.8456
H -0.880 0.133 2.199 0.1350 0.7116 2.1034
H 0.247 1.250 3.235 -1.8544 -1.7253 0.2353
H -5.363 2.685 -1.440 0.0018 -1.3578 -0.5964
H -3.036 0.349 -3.674 -1.3537 0.5198 0.5613
H 4.315 3.553 1.283 -1.8872 -1.2533 1.2952
H 2.431 3.150 1.451 2.3250 -0.4489 1.1576
H 4.312 4.592 3.375 -1.5125 -2.2524 0.2712
H 3.929 2.925 4.252 -0.8921 1.4914 -1.6029
H 1.915 4.351 5.050 0.3347 -0.1026 -2.6390
H 2.131 5.557 3.604 -0.0335 -2.5841 0.5035
H 1.182 3.955 3.287 1.7273 0.6068 1.2652
C 6.365 1.917 -4.741 -0.2845 -0.3531 0.0021
C 7.353 2.603 -5.319 0.1913 1.6626 1.0660
C 8.063 2.076 -6.517 0.7937 -0.0369 -0.8801
O 8.954 2.737 -7.038 -0.7408 -0.2865 0.6328
C 7.662 0.757 -7.032 0.1819 0.2911 -0.0087
C 6.676 0.070 -6.451 -0.0781 -1.5596 -1.0012
C 5.948 0.609 -5.271 -0.5684 0.1808 0.8142
O 5.034 -0.038 -4.770 0.5310 0.1592 -0.5125
O 6.296 -1.172 -6.928 -0.0993 1.5527 1.1900
O 7.752 3.831 -4.826 -0.0353 -1.6373 -1.2421
H 5.839 2.289 -3.872 0.0286 -0.0466 -0.0341
H 8.198 0.377 -7.892 -0.0294 0.0289 0.0455
H 5.564 -1.463 -6.341 0.3251 0.1230 -0.2511
H 8.480 4.125 -5.416 -0.2723 -0.1036 0.2266
```
Forces are in eV/Å.

Calculated values
- LUMO energy: -4.39 eV
- Net charge: +1
- Multiplicity: 1
- Total energy: -3103.899194 a.u.
- HOMO level: -10.11 eV
- Orbital gap: 0.2105 hartree

=====

# 2
# C32H57Si

A gas-phase ion, C32H57Si (charge +1) in a non-equilibrium geometry (ωB97M-V with the def2-TZVPD basis set, the OMol25 dataset).

Structure (XYZ):
```
90
Properties=species:S:1:pos:R:3:forces:R:3
C 2.459 -5.487 1.093 -0.0502 0.3969 -0.6949
C 0.884 -5.291 1.245 1.7453 -2.8223 -0.3239
C 0.450 -5.967 2.627 -0.7607 0.5940 -0.0474
C 0.166 -6.025 0.102 -0.3932 0.3608 -0.4607
C -1.098 -6.650 0.255 -0.3489 1.0268 -0.6509
C -1.870 -6.988 -0.875 1.1220 0.1485 -0.0144
C -1.331 -6.824 -2.163 -0.6481 -0.2572 0.6322
C -0.044 -6.332 -2.301 0.7213 -0.0371 -0.6485
C 0.725 -5.996 -1.195 -0.6019 0.9599 0.6419
H 2.766 -6.353 0.430 -0.7232 0.9896 0.7616
H 2.875 -4.564 0.648 0.0875 -0.5344 0.0880
H 2.973 -5.650 2.048 -0.3785 0.2175 -0.1133
H -0.069 -6.972 2.509 0.8018 1.4300 -0.1740
H 1.305 -6.147 3.300 -0.2625 0.3547 -0.4262
H -0.263 -5.299 3.148 0.2633 -0.4987 -0.0719
H -1.593 -6.721 1.224 0.2713 0.0052 -0.2193
H -2.885 -7.330 -0.737 0.0328 -0.1858 -0.0223
H -1.934 -7.096 -3.034 0.2567 0.2125 0.2676
H 0.385 -6.165 -3.301 -0.2597 -0.2785 0.5232
H 1.706 -5.533 -1.323 -0.3022 -0.2231 -0.1526
C 6.780 2.946 -1.647 0.0406 0.0431 -0.0136
C 5.566 3.149 -0.763 -0.1100 -0.1485 0.0588
C 4.795 1.852 -0.572 -0.0013 0.1367 0.0126
C 3.547 2.048 0.266 -0.1866 -0.2437 0.1081
C 2.765 0.742 0.435 0.2040 -0.0575 0.1383
C 1.501 0.903 1.307 0.1146 -0.6159 0.0001
Si -0.098 0.461 0.433 0.1786 1.6327 0.4288
C -1.506 0.956 1.575 -0.4092 -0.4055 -0.3425
C -1.557 2.449 1.970 -0.1673 0.5229 0.2896
C -1.573 2.689 3.504 -0.0888 -0.3579 -0.6866
C -1.544 4.164 3.887 -0.0134 0.2047 -0.0466
C -2.789 4.981 3.514 0.1616 -0.5668 -0.0699
C -2.744 6.410 4.027 -0.0879 -0.1314 -0.0620
C -0.206 1.510 -1.151 0.0951 -0.7798 0.2477
C -1.534 1.389 -1.894 -0.1961 0.2541 -0.3752
C -1.585 2.351 -3.096 0.2280 -0.2859 0.4500
C -2.862 2.238 -3.894 -0.0646 0.0057 -0.0383
C -2.893 3.181 -5.083 -0.0459 0.0692 -0.1241
C -4.161 3.017 -5.910 0.0410 0.0269 0.0020
C -0.214 -1.472 0.007 0.7169 -1.7503 1.2108
C -1.470 -2.230 0.508 -0.5929 0.2723 -0.1437
C -0.980 -3.396 1.396 -0.9769 0.7938 1.8234
C 0.540 -3.495 1.235 -0.2495 -2.1261 2.9557
C 0.921 -2.350 0.511 0.0245 1.7249 -1.3981
H 7.330 3.875 -1.762 0.1479 0.0635 -0.0851
H 7.450 2.202 -1.211 0.0180 0.0337 -0.0614
H 6.482 2.599 -2.639 0.0589 0.0041 0.0156
H 5.872 3.527 0.219 -0.0470 0.0559 -0.1099
H 4.887 3.888 -1.205 0.1383 0.0367 0.0673
H 4.503 1.464 -1.557 0.0925 -0.0672 0.0796
H 5.444 1.105 -0.095 -0.0607 0.0165 -0.1228
H 3.819 2.411 1.269 -0.0714 0.0269 -0.2252
H 2.918 2.821 -0.204 0.0175 -0.1979 0.1693
H 2.534 0.329 -0.565 0.0659 0.1434 0.2166
H 3.433 0.011 0.924 -0.0942 0.1811 -0.2650
H 1.581 0.236 2.178 -0.0359 0.2492 0.0653
H 1.437 1.930 1.703 -0.1299 -0.2961 -0.1379
H -2.443 0.722 1.050 0.0809 -0.1676 0.2143
H -1.476 0.317 2.464 -0.0628 0.0364 0.0515
H -0.742 3.042 1.517 -0.1845 -0.2142 0.1540
H -2.499 2.879 1.587 0.4426 -0.1262 -0.0746
H -2.487 2.208 3.886 0.2286 0.1034 0.0948
H -0.716 2.175 3.960 -0.1107 0.0510 -0.0503
H -1.405 4.223 4.968 0.0958 0.1135 0.0465
H -0.671 4.634 3.412 -0.0217 -0.0444 0.1873
H -2.896 4.978 2.424 -0.1050 0.0629 0.0815
H -3.670 4.473 3.926 0.0081 0.0405 -0.0887
H -3.653 6.931 3.747 -0.1119 0.1654 -0.0139
H -2.666 6.436 5.112 0.0522 0.0052 0.1016
H -1.903 6.956 3.608 0.1513 0.0763 -0.0302
H -0.026 2.560 -0.881 0.0020 -0.1828 0.1508
H 0.617 1.230 -1.825 -0.1014 0.0967 0.0539
H -1.678 0.355 -2.255 -0.0112 0.2010 0.0560
H -2.391 1.610 -1.235 0.2776 -0.0756 -0.0922
H -1.472 3.379 -2.722 0.0638 -0.1472 -0.0871
H -0.719 2.139 -3.740 -0.0967 0.1176 0.0550
H -2.973 1.207 -4.250 -0.1040 0.0229 0.0495
H -3.712 2.462 -3.240 -0.0375 -0.1311 -0.0471
H -2.818 4.214 -4.720 0.0651 -0.1106 -0.1008
H -2.014 2.991 -5.715 -0.0866 0.0926 0.0845
H -4.154 3.689 -6.768 -0.0738 -0.0249 -0.0171
H -4.249 1.991 -6.280 -0.0451 0.1076 0.0200
H -5.047 3.243 -5.307 0.0464 -0.0488 -0.0878
H -0.293 -1.327 -1.083 0.7613 -0.1843 0.0227
H -2.189 -1.561 1.026 0.4997 -0.4920 -0.2185
H -2.000 -2.631 -0.361 0.0046 0.0168 0.1355
H -1.162 -3.164 2.498 -0.0415 -0.2296 -1.3687
H -1.567 -4.299 1.168 0.5997 0.1729 0.0529
H 1.129 -3.617 2.287 -0.9733 1.0513 -2.2122
H 1.951 -1.947 0.423 -0.4989 -0.6814 -0.0492
```
Forces are in eV/Å.

Calculated values
- LUMO energy: -5.33 eV
- Net charge: +1
- Multiplicity: 1
- Total energy: -1542.679695 a.u.
- HOMO level: -12.06 eV
- Relative energy (zero: lowest compared OMol25 entry of this formula, charge and spin): 211.8 kJ/mol
- Orbital gap: 0.2472 hartree